# 1
Computed, not measured: a molecular structure, C31H16AgF9N2OP, with wB97M-V/def2-TZVPD.

Properties
**Relative energy (zero: lowest compared OMol25 entry of this formula, charge and spin)**: 9.82 kcal/mol
**Multiplicity**: 1
**Total energy**: -75182.1759 eV
**LUMO level**: 2.036 eV
**Charge**: -1

Cartesian coordinates (Å):
Ag (-3.128, -1.286, 1.948)
O (-1.955, -5.325, 3.200)
C (-2.310, -4.204, 3.059)
N (-2.590, -3.071, 2.966)
F (8.102, -0.759, -0.566)
C (7.514, -1.912, -0.267)
F (8.229, -2.446, 0.727)
F (7.689, -2.748, -1.326)
C (6.068, -1.752, 0.074)
C (5.704, -0.639, 0.826)
C (4.380, -0.493, 1.167)
C (3.412, -1.406, 0.826)
C (3.774, -2.524, 0.052)
C (5.095, -2.700, -0.330)
P (1.701, -1.110, 1.514)
C (1.187, 0.495, 0.755)
C (0.121, 1.124, 1.318)
C (-0.266, 2.397, 0.855)
C (0.397, 3.032, -0.174)
C (1.513, 2.413, -0.760)
C (1.931, 1.165, -0.256)
C (-0.055, 4.310, -0.811)
F (-0.301, 4.212, -2.140)
F (-1.162, 4.738, -0.279)
F (0.926, 5.221, -0.602)
C (0.589, -2.241, 0.536)
C (0.438, -2.050, -0.875)
C (-0.286, -2.996, -1.597)
C (-0.842, -4.102, -0.937)
C (-0.747, -4.290, 0.432)
C (0.007, -3.333, 1.133)
C (-1.602, -5.127, -1.755)
F (-0.809, -5.699, -2.689)
F (-2.626, -4.611, -2.418)
F (-2.148, -6.079, -1.006)
H (6.463, 0.032, 1.235)
H (4.143, 0.394, 1.729)
H (3.137, -3.341, -0.170)
H (5.422, -3.529, -0.858)
H (-0.527, 0.667, 2.044)
H (-1.220, 2.761, 1.187)
H (1.989, 2.833, -1.677)
H (2.731, 0.693, -0.772)
H (0.902, -1.184, -1.336)
H (-0.297, -2.863, -2.695)
H (-1.270, -5.104, 0.909)
H (0.129, -3.290, 2.210)
N (-6.142, 7.613, -1.466)
C (-5.819, 6.579, -1.075)
C (-5.436, 5.233, -0.715)
C (-4.380, 4.612, -1.369)
C (-3.912, 3.382, -0.975)
C (-4.540, 2.674, 0.073)
C (-5.679, 3.289, 0.637)
C (-6.060, 4.539, 0.326)
C (-4.038, 1.444, 0.536)
C (-3.582, 0.407, 0.926)
H (-3.821, 5.224, -2.057)
H (-3.010, 3.012, -1.446)
H (-6.189, 2.689, 1.418)
H (-6.945, 5.028, 0.779)



# 2
Computed, not measured: a molecular structure, C32H51BN8PRuSe, with wB97M-V/def2-TZVPD.

Properties
**Relative energy (zero: lowest compared OMol25 entry of this formula, charge and spin)**: 16.67 kcal/mol
**Multiplicity**: 6
**Total energy**: -123808.8753 eV
**LUMO level (spin up / spin down)**: -4.606 / -7.924 eV
**Charge**: +2

Cartesian coordinates (Å):
Ru (11.970, 8.262, 12.433)
C (8.088, 6.420, 12.429)
C (9.463, 6.364, 12.137)
N (10.135, 7.349, 12.797)
N (9.126, 8.060, 13.511)
C (7.939, 7.495, 13.277)
B (9.617, 8.901, 14.641)
N (10.688, 8.095, 15.346)
C (10.882, 7.749, 16.620)
C (12.028, 7.037, 16.801)
C (12.679, 7.106, 15.530)
N (11.916, 7.825, 14.630)
N (10.173, 10.173, 13.988)
C (10.047, 11.417, 14.511)
C (11.120, 12.244, 14.131)
C (11.942, 11.350, 13.315)
N (11.416, 10.148, 13.194)
H (7.275, 5.898, 11.999)
H (10.000, 5.555, 11.656)
H (7.018, 7.912, 13.648)
H (8.704, 9.188, 15.366)
H (10.094, 7.992, 17.336)
H (12.386, 6.685, 17.718)
H (13.618, 6.669, 15.191)
H (9.078, 11.579, 15.056)
H (11.308, 13.314, 14.270)
H (12.976, 11.543, 13.008)
C (12.590, 5.292, 7.115)
C (13.475, 6.568, 7.206)
C (13.293, 7.316, 8.599)
C (11.823, 7.729, 8.795)
C (10.990, 6.439, 8.813)
C (11.810, 5.175, 8.453)
P (11.614, 8.925, 10.317)
C (9.796, 9.553, 9.938)
C (8.807, 8.564, 9.190)
C (7.432, 9.247, 8.891)
C (7.167, 10.489, 9.727)
C (8.212, 11.533, 9.271)
C (9.712, 10.989, 9.272)
C (12.805, 10.422, 10.220)
C (14.205, 10.349, 10.787)
C (15.167, 11.323, 10.091)
C (14.485, 12.616, 9.598)
C (13.123, 12.374, 8.853)
C (12.808, 10.877, 8.755)
H (13.287, 4.410, 7.059)
H (11.829, 5.371, 6.266)
H (13.212, 7.274, 6.355)
H (14.536, 6.263, 7.070)
H (13.993, 8.101, 8.840)
H (13.575, 6.583, 9.367)
H (11.602, 8.400, 7.956)
H (10.090, 6.510, 8.144)
H (10.576, 6.258, 9.819)
H (11.090, 4.386, 8.408)
H (12.571, 4.953, 9.202)
H (9.295, 9.701, 10.921)
H (8.600, 7.635, 9.841)
H (9.254, 8.197, 8.256)
H (6.645, 8.466, 9.132)
H (7.330, 9.446, 7.807)
H (7.053, 10.209, 10.767)
H (6.185, 10.898, 9.474)
H (8.137, 12.428, 9.982)
H (7.977, 11.984, 8.323)
H (10.327, 11.700, 9.826)
H (10.064, 10.931, 8.251)
H (12.283, 11.203, 10.877)
H (14.612, 9.343, 10.746)
H (14.181, 10.560, 11.837)
H (15.647, 10.794, 9.257)
H (15.885, 11.626, 10.873)
H (15.197, 13.157, 8.987)
H (14.253, 13.184, 10.485)
H (13.157, 12.690, 7.791)
H (12.355, 13.091, 9.317)
H (13.608, 10.501, 8.117)
H (11.857, 10.731, 8.238)
C (16.588, 5.963, 10.428)
N (16.723, 6.861, 11.593)
C (17.946, 7.182, 12.188)
C (17.663, 8.046, 13.209)
N (16.307, 8.260, 13.227)
C (15.607, 9.107, 14.176)
C (15.714, 7.456, 12.290)
Se (13.977, 6.887, 12.010)
H (17.562, 5.571, 10.207)
H (16.118, 6.539, 9.521)
H (16.001, 5.128, 10.755)
H (18.902, 6.938, 11.755)
H (18.324, 8.612, 13.894)
H (15.678, 10.180, 13.937)
H (16.184, 8.952, 15.121)
H (14.563, 8.859, 14.350)



# 3
Computed, not measured: a molecular structure, C38H35AgN3O4P, with wB97M-V/def2-TZVPD.

Properties
**Relative energy (zero: lowest compared OMol25 entry of this formula, charge and spin)**: 41.39 kcal/mol
**Multiplicity**: 1
**Total energy**: -65922.8375 eV
**LUMO level**: 4.380 eV
**Charge**: -2

Cartesian coordinates (Å):
Ag (-0.005, 0.277, 0.042)
O (1.063, -0.146, -5.140)
C (-0.102, -0.633, -5.376)
C (-0.341, -1.492, -6.494)
C (-1.594, -1.992, -6.776)
C (-2.694, -1.683, -5.965)
C (-2.491, -0.871, -4.857)
C (-1.237, -0.360, -4.536)
C (-1.044, 0.473, -3.318)
O (0.146, 1.029, -3.158)
N (-1.997, 0.616, -2.462)
N (-1.671, 1.322, -1.282)
C (-1.954, 2.561, -1.315)
C (-1.761, 3.525, -0.224)
C (-2.716, 4.538, -0.097)
C (-2.635, 5.537, 0.861)
C (-1.522, 5.530, 1.718)
C (-0.539, 4.574, 1.603)
C (-0.578, 3.520, 0.617)
O (0.374, 2.699, 0.511)
H (0.730, 0.636, -3.916)
H (0.508, -1.726, -7.125)
H (-1.731, -2.632, -7.643)
H (-3.682, -2.062, -6.200)
H (-3.319, -0.618, -4.204)
H (-2.403, 2.950, -2.235)
H (-3.567, 4.522, -0.776)
H (-3.404, 6.297, 0.941)
H (-1.432, 6.300, 2.480)
H (0.320, 4.574, 2.268)
C (4.910, -4.657, 3.539)
C (3.529, -4.750, 3.665)
C (2.705, -3.960, 2.874)
C (3.224, -3.049, 1.947)
C (4.614, -2.960, 1.847)
C (5.447, -3.757, 2.628)
P (1.937, -2.050, 1.018)
C (3.031, -1.359, -0.300)
C (3.657, -2.242, -1.184)
C (4.384, -1.776, -2.269)
C (4.482, -0.409, -2.506)
C (3.854, 0.476, -1.647)
C (3.140, 0.009, -0.548)
C (1.697, -0.680, 2.202)
C (2.704, -0.273, 3.090)
C (2.431, 0.699, 4.036)
C (1.154, 1.257, 4.081)
C (0.196, 0.891, 3.148)
C (0.403, -0.091, 2.156)
H (5.561, -5.276, 4.147)
H (3.097, -5.444, 4.378)
H (1.625, -4.034, 2.970)
H (5.055, -2.254, 1.154)
H (6.524, -3.671, 2.528)
H (3.553, -3.312, -1.029)
H (4.855, -2.480, -2.947)
H (5.026, -0.043, -3.368)
H (3.900, 1.543, -1.839)
H (2.668, 0.722, 0.119)
H (3.697, -0.706, 3.036)
H (3.202, 1.029, 4.725)
H (0.926, 2.014, 4.826)
H (-0.763, 1.404, 3.182)
O (0.191, -1.731, -1.556)
C (-0.584, -2.509, -2.092)
C (-0.093, -3.671, -2.932)
C (-0.404, -5.065, -2.327)
C (-1.549, -5.085, -1.308)
C (-2.906, -4.673, -1.879)
C (-2.872, -3.296, -2.575)
N (-1.930, -2.387, -1.959)
H (0.978, -3.527, -3.044)
H (-0.540, -3.566, -3.924)
H (0.490, -5.432, -1.820)
H (-0.625, -5.769, -3.135)
H (-1.291, -4.417, -0.483)
H (-1.635, -6.090, -0.885)
H (-3.633, -4.656, -1.060)
H (-3.248, -5.422, -2.603)
H (-3.854, -2.830, -2.532)
H (-2.632, -3.422, -3.633)
H (-2.239, -1.486, -1.617)



# 4
Computed, not measured: a molecular structure, C13H23BF5NO7Si2Ti, with wB97M-V/def2-TZVPD.

Properties
**Multiplicity**: 1
**Total energy**: -82782.0710 eV
**LUMO level**: -11.824 eV
**Charge**: +2

Cartesian coordinates (Å):
C (0.468, 5.273, -0.647)
C (0.323, 4.368, 0.740)
O (-0.251, 3.030, 0.491)
B (0.848, 2.053, 0.360)
O (2.071, 2.488, -0.402)
Si (0.871, 0.249, 1.044)
C (0.239, 0.374, 2.900)
O (-0.666, 1.527, 3.110)
C (-1.977, 1.097, 3.634)
C (-3.279, 0.725, 2.652)
O (-2.118, 1.034, 4.984)
O (-0.211, -0.875, 0.247)
Si (0.086, -1.025, -1.471)
C (-0.628, -2.785, -1.976)
C (-1.870, -3.164, -0.923)
N (-3.205, -3.045, -1.227)
C (1.932, -1.039, -2.007)
C (2.699, -2.502, -1.742)
O (2.338, -3.123, -0.459)
C (3.250, -2.734, 0.628)
C (2.999, -3.477, 2.096)
O (4.223, -1.815, 0.558)
C (-0.829, 0.247, -2.588)
F (-0.031, 1.500, -2.865)
F (-0.966, -0.410, -3.942)
C (-2.358, 0.615, -2.119)
F (-3.403, -0.286, -2.676)
F (-2.649, 1.979, -2.701)
F (-2.552, 0.750, -0.657)
H (1.612, 5.584, -0.706)
H (-0.261, 6.189, -0.682)
H (0.306, 4.517, -1.555)
H (-0.454, 4.948, 1.435)
H (1.333, 4.290, 1.344)
H (1.796, 2.542, -1.383)
H (2.260, -0.178, 1.140)
H (-0.368, -0.593, 3.207)
H (1.141, 0.521, 3.661)
H (-3.493, 1.686, 2.016)
H (-4.197, 0.392, 3.305)
H (-2.908, -0.186, 1.990)
H (0.156, -3.645, -1.851)
H (-1.012, -2.820, -3.081)
H (-1.556, -3.593, 0.139)
H (-3.771, -3.349, -0.391)
H (2.578, -0.136, -1.614)
H (1.933, -0.925, -3.196)
H (2.267, -3.223, -2.590)
H (3.858, -2.438, -1.950)
H (3.780, -3.142, 2.902)
H (1.946, -3.059, 2.469)
H (2.866, -4.634, 1.986)
Ti (-5.163, 0.223, -1.637)



# 5
Computed, not measured: a molecular structure, C33H28BCo2F3O9, with wB97M-V/def2-TZVPD.

Properties
**Multiplicity**: 1
**Total energy**: -137177.7618 eV
**LUMO level**: -2.093 eV
**Charge**: 0

Cartesian coordinates (Å):
C (-1.975, 5.825, -0.975)
C (-1.611, 4.813, 0.012)
C (-2.083, 4.704, 1.293)
C (-1.458, 3.570, 1.856)
C (-0.685, 3.007, 0.862)
B (-0.606, 0.150, 1.155)
C (0.248, 1.880, 0.974)
C (1.059, 1.983, 2.170)
C (2.370, 2.374, 2.118)
C (2.982, 2.672, 0.896)
C (4.393, 3.203, 0.868)
F (4.959, 3.038, -0.366)
F (4.475, 4.544, 1.145)
F (5.179, 2.574, 1.790)
C (2.288, 2.415, -0.288)
C (1.025, 1.894, -0.250)
O (-1.051, -0.172, 2.453)
C (-2.471, -0.478, 2.363)
C (-2.606, -1.983, 2.446)
C (-3.194, 0.133, 3.540)
C (-2.973, 0.126, 0.985)
C (-3.758, -0.811, 0.098)
C (-3.722, 1.446, 1.021)
O (-1.741, 0.466, 0.361)
O (-0.782, 3.741, -0.283)
H (-2.388, 6.662, -0.400)
H (-1.137, 6.203, -1.565)
H (-2.796, 5.511, -1.643)
H (-2.848, 5.308, 1.752)
H (-1.529, 3.235, 2.892)
H (0.543, 1.809, 3.108)
H (2.955, 2.414, 3.025)
H (2.768, 2.570, -1.251)
H (0.479, 1.604, -1.149)
H (-3.654, -2.286, 2.385)
H (-2.028, -2.507, 1.682)
H (-2.226, -2.282, 3.423)
H (-4.258, -0.145, 3.490)
H (-2.779, -0.280, 4.461)
H (-3.136, 1.229, 3.588)
H (-4.751, -1.016, 0.518)
H (-3.901, -0.361, -0.891)
H (-3.213, -1.751, 0.002)
H (-4.720, 1.327, 1.456)
H (-3.189, 2.207, 1.596)
H (-3.837, 1.840, 0.002)
O (-0.934, -3.897, -0.260)
C (-0.626, -2.796, -0.511)
Co (-0.090, -1.212, -0.940)
C (-1.079, -0.087, -2.015)
O (-1.811, 0.845, -2.182)
C (0.791, -0.831, 0.648)
O (1.724, -1.101, 1.335)
C (1.677, -2.765, -2.483)
C (2.042, -3.964, -1.752)
C (2.552, -3.872, -0.444)
C (2.763, -4.999, 0.349)
C (2.504, -6.255, -0.200)
C (2.109, -6.395, -1.540)
C (1.898, -5.250, -2.317)
C (0.817, -1.731, -2.430)
C (-0.370, -0.973, -2.968)
Co (2.572, -1.416, -3.186)
C (3.589, -0.676, -1.950)
O (4.215, -0.168, -1.127)
C (2.426, 0.007, -4.232)
O (2.355, 0.984, -4.837)
C (3.369, -2.682, -4.113)
O (3.910, -3.524, -4.683)
H (2.776, -2.880, -0.058)
H (3.145, -4.890, 1.365)
H (2.639, -7.158, 0.404)
H (1.973, -7.394, -1.987)
H (1.604, -5.292, -3.365)
H (-0.042, -0.343, -3.824)
H (-1.115, -1.688, -3.420)



# 6
Computed, not measured: a single C4H4O3 molecule, with wB97M-V/def2-TZVPD.

Properties
**Relative energy (zero: lowest compared OMol25 entry of this formula, charge and spin)**: 81.69 kcal/mol
**Multiplicity**: 1
**Total energy**: -10351.6698 eV
**LUMO level**: 0.337 eV
**Charge**: 0
**Structure (SMILES)**: C#C[C@H](O)C(=O)O

Cartesian coordinates (Å):
C (-0.591, 0.094, 0.386)
C (0.125, -1.094, -0.182)
O (0.547, -2.046, 0.662)
O (-0.328, 0.450, 1.718)
C (-0.111, 1.093, -0.753)
C (0.044, 2.126, -1.385)
O (0.725, -0.860, -1.256)
H (1.102, -2.638, 0.114)
H (0.182, -0.256, 2.146)
H (-1.664, -0.022, 0.226)
H (-0.030, 3.151, -1.676)



Values for largest force on an atom, hartree/bohr, ordered as above
0.058, 0.089, 0.020, 0.182, 0.117, 0.097